1.
{"formula": "C7H11IN2", "method": "ωB97M-V with the def2-TZVPD basis set", "e_homo_ev": -8.7, "max_force_ev_per_a": 6.73, "smiles": "C[C@H]([C@@H](C)I)n1ccnc1", "e_lumo_ev": 0.2, "de_lowest_kj_mol": 14.6, "homo_lumo_gap_ev": 8.87, "charge": 0, "elements": ["C", "C", "C", "C", "I", "N", "C", "C", "N", "C", "H", "H", "H", "H", "H", "H", "H", "H", "H", "H", "H"], "positions_angstrom": [[-1.812, 0.028, -0.011], [-0.499, -0.384, -0.367], [0.401, -0.971, 1.081], [-0.470, -2.005, 1.820], [2.471, -1.529, 0.432], [0.356, 0.661, -0.888], [0.598, 1.869, -0.375], [1.367, 2.502, -1.303], [1.673, 1.640, -2.318], [1.063, 0.555, -2.003], [-1.764, 0.383, 1.031], [-2.194, 0.887, -0.708], [-2.513, -0.706, 0.064], [-0.423, -1.237, -1.197], [0.316, 0.000, 1.687], [0.021, -2.227, 2.790], [-0.560, -2.806, 1.210], [-1.380, -1.616, 2.083], [0.497, 1.930, 0.698], [1.729, 3.481, -1.226], [1.124, -0.457, -2.498]], "lowdin_charge": [-0.085, -0.344, -0.608, -0.150, 0.752, -0.157, -0.106, -0.136, 0.075, -0.280, 0.093, 0.145, 0.049, 0.171, 0.082, 0.093, 0.036, 0.037, 0.118, 0.080, 0.134]}

2.
{"formula": "C7H11IN2", "method": "ωB97M-V with the def2-TZVPD basis set", "e_homo_ev": -8.9, "max_force_ev_per_a": 6.12, "e_lumo_ev": 0.4, "de_lowest_kj_mol": 85.7, "homo_lumo_gap_ev": 9.32, "charge": 0, "elements": ["C", "C", "C", "C", "C", "C", "C", "N", "N", "I", "H", "H", "H", "H", "H", "H", "H", "H", "H", "H", "H"], "positions_angstrom": [[0.110, -1.944, 0.681], [-0.022, -0.726, -0.022], [-1.195, -0.944, -0.787], [-1.798, -0.031, -1.840], [0.512, 1.987, -0.187], [1.398, 0.930, 1.824], [1.262, 0.697, 0.309], [-1.692, -2.157, -0.664], [-0.923, -2.714, 0.270], [3.046, 0.072, -0.788], [0.709, -2.026, 1.564], [-1.759, 0.982, -1.372], [-1.042, 0.143, -2.713], [-2.668, -0.309, -2.263], [0.405, 1.761, -1.253], [-0.504, 2.076, 0.110], [1.100, 2.943, -0.117], [2.263, 0.432, 2.261], [0.539, 0.558, 2.323], [1.416, 1.977, 2.135], [-1.156, -3.706, 0.527]], "lowdin_charge": [-0.096, -0.083, -0.361, -0.030, -0.166, -0.165, -0.757, 0.067, -0.060, 0.767, 0.109, 0.063, 0.113, 0.021, 0.046, 0.062, 0.096, 0.061, 0.062, 0.077, 0.177]}

3.
{"formula": "C7H11INO4", "method": "ωB97M-V with the def2-TZVPD basis set", "e_homo_ev": -3.7, "max_force_ev_per_a": 3.11, "e_lumo_ev": 3.0, "homo_lumo_gap_ev": 6.79, "charge": -1, "elements": ["C", "C", "C", "C", "C", "C", "C", "N", "O", "O", "O", "O", "I", "H", "H", "H", "H", "H", "H", "H", "H", "H", "H", "H"], "positions_angstrom": [[2.372, 0.462, -1.755], [-0.392, -1.831, 0.118], [-1.252, 3.247, 0.770], [-0.997, -4.210, -0.194], [0.064, 2.570, 0.601], [-0.209, 1.126, 0.215], [1.049, 0.242, -0.007], [0.648, -1.049, -0.240], [2.633, -0.657, -2.008], [2.528, 1.608, -2.083], [-1.262, -1.542, 0.933], [-0.371, -2.952, -0.697], [2.620, 0.344, 1.702], [-1.255, 4.411, 0.957], [-1.813, 3.175, -0.143], [-1.812, 2.606, 1.382], [-1.329, -4.912, -1.043], [-1.803, -3.919, 0.399], [-0.375, -4.769, 0.477], [0.656, 3.030, -0.157], [0.558, 2.655, 1.591], [-0.878, 0.717, 0.956], [-0.659, 1.159, -0.843], [1.277, -1.511, -0.931]], "lowdin_charge": [-0.595, -0.537, -0.152, -0.029, -0.325, -0.250, -0.593, -0.012, 0.043, 0.034, 0.055, -0.062, 0.461, 0.109, 0.050, 0.045, 0.110, 0.043, 0.070, 0.095, 0.077, 0.085, 0.153, 0.124]}

4.
{"formula": "C7H11IrNP", "method": "ωB97M-V with the def2-TZVPD basis set", "e_homo_ev": [-7.3, -14.5], "spin_multiplicity": 6, "max_force_ev_per_a": 6.99, "s_squared": 8.7640, "e_lumo_ev": [-2.5, -7.2], "de_lowest_kj_mol": 138.9, "homo_lumo_gap_ev": [4.86, 7.24], "charge": 1, "elements": ["C", "C", "C", "C", "C", "Ir", "P", "H", "H", "H", "H", "H", "H", "H", "H", "C", "C", "N", "H", "H", "H"], "positions_angstrom": [[0.096, -2.406, -1.201], [1.391, -1.841, -1.485], [1.200, -0.649, -2.273], [-0.217, -0.479, -2.487], [-0.910, -1.580, -1.852], [0.143, -0.476, -0.268], [0.241, -1.005, 1.846], [-0.085, -3.333, -0.671], [2.340, -2.267, -1.199], [1.983, 0.000, -2.646], [-1.980, -1.756, -1.846], [-0.675, 0.331, -3.051], [0.964, -0.169, 2.724], [0.862, -2.250, 2.136], [-0.985, -1.161, 2.548], [-0.832, 3.619, 1.819], [-0.535, 2.338, 1.205], [-0.287, 1.288, 0.780], [-1.704, 4.061, 1.332], [0.033, 4.278, 1.708], [-1.041, 3.459, 2.880]], "lowdin_charge": [-0.260, -0.207, -0.162, -0.179, -0.173, 1.313, 0.564, 0.123, 0.123, 0.126, 0.128, 0.128, -0.069, -0.087, -0.067, -0.079, -0.262, -0.216, 0.090, 0.090, 0.075]}

5.
{"formula": "C7H11N", "method": "ωB97M-V with the def2-TZVPD basis set", "e_homo_ev": -7.8, "max_force_ev_per_a": 2.30, "smiles": "C=C/C=C/CNC=C", "e_lumo_ev": 0.8, "de_lowest_kj_mol": 302.7, "homo_lumo_gap_ev": 8.58, "charge": 0, "elements": ["C", "C", "C", "C", "C", "N", "C", "C", "H", "H", "H", "H", "H", "H", "H", "H", "H", "H", "H"], "positions_angstrom": [[1.607, -3.553, 0.547], [0.630, -2.684, 0.321], [0.722, -1.228, 0.192], [-0.354, -0.496, 0.521], [-0.168, 0.875, 1.119], [-0.462, 1.997, 0.270], [-0.907, 1.913, -1.024], [-1.136, 2.845, -1.947], [2.599, -3.353, 0.923], [1.398, -4.618, 0.607], [-0.301, -3.142, 0.003], [1.706, -0.775, 0.276], [-1.341, -0.887, 0.325], [0.871, 0.871, 1.465], [-0.681, 0.937, 2.086], [-0.144, 2.910, 0.548], [-1.239, 0.915, -1.278], [-0.977, 3.906, -2.092], [-1.665, 2.497, -2.810]], "lowdin_charge": [-0.006, -0.201, -0.098, -0.106, -0.214, -0.028, -0.255, -0.031, 0.052, 0.050, 0.101, 0.114, 0.110, 0.106, 0.116, 0.132, 0.099, 0.037, 0.023]}

6.
{"formula": "C7H11N", "method": "ωB97M-V with the def2-TZVPD basis set", "e_homo_ev": -8.8, "max_force_ev_per_a": 5.45, "smiles": "c1ccccc1.CN", "e_lumo_ev": 0.9, "de_lowest_kj_mol": 233.2, "homo_lumo_gap_ev": 9.74, "charge": 0, "elements": ["C", "C", "C", "C", "C", "C", "H", "H", "H", "H", "H", "H", "C", "N", "H", "H", "H", "H", "H"], "positions_angstrom": [[-1.789, -1.257, -0.128], [-1.580, -0.799, 1.107], [-1.210, 0.515, 1.283], [-1.448, 1.488, 0.312], [-1.739, 0.997, -0.956], [-1.842, -0.421, -1.152], [-1.934, -2.308, -0.235], [-1.558, -1.447, 1.914], [-0.942, 0.778, 2.246], [-1.286, 2.510, 0.450], [-2.063, 1.605, -1.798], [-2.265, -0.680, -2.164], [2.838, -0.697, -0.245], [3.261, 0.611, 0.048], [3.393, -1.413, 0.414], [1.735, -0.780, 0.172], [2.794, -0.806, -1.313], [3.010, 1.272, -0.871], [2.625, 0.832, 0.917]], "lowdin_charge": [-0.148, -0.103, -0.085, -0.073, -0.073, -0.101, 0.108, 0.090, 0.078, 0.082, 0.097, 0.122, -0.286, -0.153, 0.076, 0.083, 0.057, 0.136, 0.094]}

7.
{"formula": "C7H11N", "method": "ωB97M-V with the def2-TZVPD basis set", "e_homo_ev": -9.1, "max_force_ev_per_a": 4.53, "smiles": "c1ccccc1.CN", "e_lumo_ev": 1.0, "de_lowest_kj_mol": 164.8, "homo_lumo_gap_ev": 10.12, "charge": 0, "elements": ["C", "C", "C", "C", "C", "C", "H", "H", "H", "H", "H", "H", "C", "N", "H", "H", "H", "H", "H"], "positions_angstrom": [[1.371, 0.391, -1.353], [1.749, -0.866, -0.865], [1.607, -1.148, 0.465], [1.251, -0.124, 1.355], [0.829, 1.140, 0.860], [0.917, 1.355, -0.445], [1.379, 0.700, -2.380], [1.996, -1.749, -1.498], [1.809, -2.086, 0.914], [1.166, -0.164, 2.464], [0.407, 1.906, 1.523], [0.493, 2.267, -0.875], [-2.368, 0.286, -0.066], [-1.763, -1.011, -0.324], [-3.512, 0.167, -0.292], [-2.207, 0.646, 0.926], [-2.030, 0.979, -0.892], [-0.721, -1.019, 0.057], [-2.373, -1.669, 0.422]], "lowdin_charge": [-0.065, -0.101, -0.132, -0.081, -0.131, -0.146, 0.097, 0.120, 0.094, 0.112, 0.114, 0.112, -0.268, -0.116, 0.096, 0.040, 0.071, 0.054, 0.129]}

8.
{"formula": "C7H11N", "method": "ωB97M-V with the def2-TZVPD basis set", "e_homo_ev": -8.1, "max_force_ev_per_a": 4.91, "smiles": "C1N[C@@H]2C[C@@H]3C[C@H]1[C@@H]32", "e_lumo_ev": 1.2, "de_lowest_kj_mol": 329.7, "homo_lumo_gap_ev": 9.26, "charge": 0, "elements": ["C", "N", "C", "C", "C", "C", "C", "C", "H", "H", "H", "H", "H", "H", "H", "H", "H", "H", "H"], "positions_angstrom": [[-0.960, 1.425, 0.301], [0.422, 1.626, -0.071], [1.267, 0.521, 0.050], [1.198, -0.577, -1.220], [0.258, -1.449, -0.373], [-1.281, -1.168, -0.270], [-1.078, -0.023, 0.854], [0.330, -0.502, 0.929], [-1.802, 1.840, -0.392], [-1.160, 1.964, 1.183], [0.525, 2.081, -0.930], [2.245, 0.657, 0.383], [0.854, -0.139, -2.195], [2.210, -0.954, -1.452], [0.633, -2.387, -0.177], [-1.895, -2.030, 0.026], [-1.730, -0.650, -1.092], [-1.875, -0.197, 1.632], [0.633, -0.935, 1.889]], "lowdin_charge": [-0.176, -0.033, -0.206, -0.067, -0.213, -0.079, -0.227, -0.160, 0.146, 0.073, 0.091, 0.100, 0.104, 0.091, 0.090, 0.105, 0.083, 0.146, 0.132]}

9.
{"formula": "C7H11N", "method": "ωB97M-V with the def2-TZVPD basis set", "e_homo_ev": [-7.0, -7.0], "max_force_ev_per_a": 3.54, "e_lumo_ev": [0.3, 0.3], "de_lowest_kj_mol": 514.9, "homo_lumo_gap_ev": [7.32, 7.32], "charge": 0, "elements": ["C", "C", "C", "C", "C", "C", "C", "N", "H", "H", "H", "H", "H", "H", "H", "H", "H", "H", "H"], "positions_angstrom": [[2.202, -0.479, 0.210], [-0.560, -1.827, 0.595], [-0.295, -0.617, -0.261], [0.074, 0.759, 0.977], [1.175, 0.421, 0.009], [-1.145, 2.520, -0.069], [-0.770, -0.538, -1.503], [-0.638, 1.915, 0.931], [3.012, -0.562, -0.494], [2.212, -1.156, 1.050], [0.176, 0.345, 1.977], [1.261, 1.111, -0.824], [0.204, -1.979, 1.354], [-1.509, -1.719, 1.123], [-0.623, -2.719, -0.027], [-1.162, 2.138, -1.091], [-1.675, 3.445, 0.123], [-0.621, 0.308, -2.149], [-1.317, -1.366, -1.931]], "lowdin_charge": [-0.004, -0.075, -0.301, -0.189, -0.246, -0.022, 0.014, -0.002, 0.046, 0.046, 0.136, 0.126, 0.067, 0.090, 0.083, 0.056, 0.063, 0.048, 0.065]}

10.
{"formula": "C7H11N", "method": "ωB97M-V with the def2-TZVPD basis set", "e_homo_ev": [-6.0, -7.7], "max_force_ev_per_a": 3.94, "e_lumo_ev": [-0.2, 0.6], "de_lowest_kj_mol": 479.7, "homo_lumo_gap_ev": [5.86, 8.40], "charge": 0, "elements": ["C", "C", "C", "C", "C", "C", "C", "N", "H", "H", "H", "H", "H", "H", "H", "H", "H", "H", "H"], "positions_angstrom": [[-2.358, -1.267, -0.178], [1.871, 0.117, -0.833], [-0.587, 0.691, 0.008], [-1.047, -0.616, 0.057], [1.023, 0.037, 0.438], [-0.898, 1.900, -0.452], [1.673, 0.386, 1.625], [0.086, -1.237, 0.464], [0.343, -2.171, 0.136], [-2.730, -1.757, 0.727], [-2.261, -2.040, -0.948], [-3.099, -0.540, -0.510], [2.131, 1.156, -1.042], [2.797, -0.448, -0.712], [1.337, -0.270, -1.703], [-0.298, 2.757, -0.161], [-1.758, 2.086, -1.087], [1.185, 0.259, 2.582], [2.589, 0.958, 1.588]], "lowdin_charge": [-0.027, -0.057, -0.176, -0.343, -0.409, 0.023, 0.079, 0.078, 0.132, 0.079, 0.079, 0.078, 0.081, 0.075, 0.083, 0.051, 0.051, 0.063, 0.060]}

11.
{"formula": "C7H11N", "method": "ωB97M-V with the def2-TZVPD basis set", "e_homo_ev": -8.3, "max_force_ev_per_a": 5.33, "smiles": "[H]/N=C/C(=C)/C(C)=C\\C", "e_lumo_ev": 1.0, "de_lowest_kj_mol": 302.7, "homo_lumo_gap_ev": 9.29, "charge": 0, "elements": ["H", "N", "C", "C", "C", "C", "C", "C", "C", "H", "H", "H", "H", "H", "H", "H", "H", "H", "H"], "positions_angstrom": [[-2.816, -0.701, -1.493], [-2.076, -0.796, -0.803], [-1.505, 0.281, -0.495], [-0.575, 0.279, 0.845], [-0.991, -0.091, 2.025], [0.570, 0.517, -0.019], [1.035, 1.952, -0.020], [1.252, -0.449, -0.677], [0.977, -1.904, -0.583], [-1.772, 1.284, -0.854], [-2.044, -0.297, 2.182], [-0.328, -0.035, 2.878], [0.225, 2.647, -0.244], [1.417, 2.209, 0.969], [1.825, 2.103, -0.755], [2.119, -0.148, -1.254], [-0.073, -2.089, -0.342], [1.187, -2.398, -1.554], [1.572, -2.365, 0.195]], "lowdin_charge": [0.052, 0.098, -0.188, -0.241, 0.072, -0.348, -0.047, -0.112, -0.095, 0.120, 0.070, 0.066, 0.076, 0.086, 0.077, 0.103, 0.054, 0.083, 0.074]}

12.
{"formula": "C7H11N", "method": "ωB97M-V with the def2-TZVPD basis set", "e_homo_ev": -8.8, "max_force_ev_per_a": 3.16, "smiles": "C[C@@H]1[C@H]2N[C@@H]1[C@H]1C[C@H]12", "e_lumo_ev": 1.1, "de_lowest_kj_mol": 334.1, "homo_lumo_gap_ev": 9.87, "charge": 0, "elements": ["C", "C", "C", "N", "C", "C", "C", "C", "H", "H", "H", "H", "H", "H", "H", "H", "H", "H", "H"], "positions_angstrom": [[0.006, -2.076, -0.936], [-0.355, -0.592, -0.944], [0.596, 0.684, -0.831], [-0.694, 1.533, -0.717], [-1.194, 0.295, 0.132], [-0.249, 0.425, 1.383], [0.892, -0.528, 1.528], [1.028, 0.708, 0.643], [1.044, -2.258, -0.743], [-0.253, -2.417, -1.922], [-0.522, -2.580, -0.142], [-0.967, -0.373, -1.845], [1.257, 1.077, -1.633], [-1.187, 1.590, -1.610], [-2.250, 0.189, 0.234], [-0.641, 1.003, 2.187], [1.526, -0.444, 2.494], [0.831, -1.554, 1.176], [1.672, 1.541, 0.967]], "lowdin_charge": [-0.070, -0.236, -0.200, 0.005, -0.143, -0.196, -0.072, -0.200, 0.064, 0.066, 0.075, 0.119, 0.137, 0.079, 0.112, 0.120, 0.133, 0.068, 0.138]}